The following is a DFT calculation (wB97M-V/def2-TZVPD) of a 3-piece molecular cluster, C34H53Br3Cl2F16O10P2Si overall.

Output
orbital gap	7.561	eV
SMILES	CCC(=O)OCCCO[C@H](P(C)O)[C@](O[C@@](CCCBr)(CCO[Si](C)(C)C)/C(Cl)=C(/C)Cl)([C@@H](Br)[C@H](C)Br)P(O)O.FC(F)C(F)(F)COC(F)(F)C(F)F.FC(F)C(F)(F)COC(F)(F)C(F)F
ΔE to the lowest compared entry with this formula, charge and spin	0.0	kJ/mol

The geometry in XYZ format:
```
121
Properties=species:S:1:pos:R:3:forces:R:3:lowdin_charge:R:1
C -1.81786 9.53248 -1.55568 0.485 -0.005 0.521 -0.079
C -2.65744 9.62922 -0.25301 0.688 -0.866 -0.465 -0.130
C -3.90027 8.75952 -0.30180 3.759 0.054 0.583 -0.571
O -4.89595 9.22647 -0.65340 -4.518 1.483 -1.242 0.172
O -3.76312 7.46412 0.03050 0.447 -0.474 0.759 -0.023
C -4.45415 7.12631 1.27053 -0.603 -0.461 -1.018 -0.156
C -5.06153 5.73042 1.08246 0.670 0.134 0.300 -0.114
C -4.93800 4.78906 2.29912 -1.100 -0.218 -0.803 -0.205
O -4.11346 3.67870 1.94705 0.473 -0.082 0.318 -0.275
C -2.97111 3.47260 2.76224 0.556 0.358 -0.550 -0.460
P -1.82316 4.94252 2.51705 0.140 1.381 0.072 1.002
C -0.46195 4.85029 3.79870 -0.740 -0.296 -0.191 -0.231
O -1.02847 4.83340 1.04950 -0.045 -0.578 0.593 -0.368
C -2.37310 2.04707 2.56931 0.108 -0.924 1.430 -0.485
O -1.06938 2.21732 2.07986 -0.484 -0.112 -0.110 -0.120
C 0.01714 1.30250 2.03258 2.159 0.155 -2.624 -0.387
C -0.01509 -0.03059 2.77597 -0.945 -0.301 0.745 -0.155
C 1.09305 -1.08660 2.54644 0.387 0.105 0.002 -0.240
C 2.53224 -0.62919 2.28726 0.102 -0.923 0.251 -0.525
Br 3.74592 -2.12005 2.82662 -0.196 0.291 -0.188 0.626
C 0.26097 0.94551 0.51319 -0.962 -0.605 0.050 -0.146
C -0.55810 -0.20703 -0.08676 1.038 -0.233 -0.741 -0.245
O -0.80858 0.07574 -1.47084 0.208 -0.364 0.227 -0.252
Si -0.14202 -1.09193 -2.48428 -0.621 0.232 -0.778 0.450
C -0.46689 -0.48330 -4.24959 0.318 -0.191 1.067 -0.152
C 1.71649 -1.31176 -2.28676 -0.138 -0.096 0.305 -0.142
C -1.12610 -2.68725 -2.18083 0.204 0.789 -0.109 -0.134
C 1.26622 2.20034 2.31996 -1.014 -0.351 -0.529 -0.546
Cl 2.02642 3.09050 0.99274 -0.376 -0.213 0.142 0.785
C 1.84115 2.43063 3.47051 0.854 0.771 1.389 -0.743
C 3.05192 3.31512 3.64450 -0.193 -0.368 0.330 -0.143
Cl 1.25022 1.76592 4.96580 0.256 -0.016 -0.055 0.789
C -3.35081 1.08596 1.76786 0.503 0.343 -0.225 -0.590
Br -5.12522 0.83824 2.64117 0.232 -0.130 -0.296 0.765
C -3.69794 1.41022 0.30175 -0.662 -0.545 -0.749 -0.727
C -3.82458 0.15078 -0.60582 -0.355 0.270 0.329 -0.129
Br -2.64113 2.75697 -0.63418 -0.006 -0.062 0.178 0.880
P -2.59147 1.37382 4.37808 -4.863 0.859 1.649 0.870
O -1.70370 2.26889 5.44979 1.862 -0.618 -0.911 -0.326
O -2.48541 -0.27263 4.46012 2.169 -0.176 -0.520 -0.301
H -1.97571 10.37835 -2.21735 -0.324 -0.088 -0.153 0.069
H -1.94441 8.59298 -2.08949 -0.171 0.016 -0.042 0.077
H -0.76713 9.58127 -1.26487 0.051 -0.012 -0.143 0.065
H -2.01804 9.28950 0.56194 -0.129 0.179 0.182 0.108
H -2.96255 10.66090 -0.13008 -0.116 0.027 0.312 0.112
H -3.72505 7.15725 2.07541 -0.050 0.038 0.120 0.084
H -5.26347 7.84944 1.37081 0.147 0.120 0.398 0.122
H -4.51836 5.26492 0.26001 0.064 -0.112 0.060 0.104
H -6.09165 5.81108 0.73990 -0.083 0.058 0.146 0.116
H -4.64289 5.29271 3.22015 0.363 0.004 -0.079 0.113
H -5.93522 4.37261 2.47951 0.093 -0.110 0.177 0.119
H -3.31961 3.61776 3.79464 0.387 -0.136 0.161 0.089
H 0.49586 5.06443 3.32737 0.038 -0.158 -0.102 0.030
H -0.44482 3.90972 4.34492 0.226 0.037 -0.045 -0.012
H -0.67498 5.66214 4.49483 0.032 -0.047 0.070 0.029
H -0.41305 5.57385 0.99800 -0.124 0.074 -0.092 0.043
H -0.15078 0.04336 3.84933 0.215 0.444 -0.011 0.047
H -0.95034 -0.52266 2.49820 0.030 0.022 -0.230 0.101
H 1.12258 -1.71425 3.43577 -0.132 0.164 0.184 0.093
H 0.81938 -1.78524 1.75750 -0.041 0.161 -0.214 0.084
H 2.75795 -0.51368 1.23603 0.031 0.264 -0.060 0.047
H 2.87983 0.20777 2.87382 -0.085 0.062 0.010 0.034
H 0.07958 1.80740 -0.11993 -0.206 0.177 0.228 0.072
H 1.30442 0.68695 0.35142 0.068 0.034 0.166 0.077
H -1.45299 -0.51103 0.45387 -0.232 0.370 -0.139 0.094
H 0.08826 -1.09720 -0.10670 -0.158 -0.096 0.626 0.078
H -0.16559 0.56224 -4.32107 -0.048 0.017 -0.149 0.032
H 0.17110 -1.08819 -4.89562 -0.216 0.043 -0.274 0.026
H -1.52236 -0.59070 -4.49134 0.034 0.025 -0.231 0.026
H 2.25671 -0.40150 -2.01780 -0.127 0.070 0.015 0.039
H 1.94196 -2.08098 -1.54392 0.088 0.053 0.005 0.017
H 2.13016 -1.65970 -3.23507 -0.055 -0.017 -0.011 0.019
H -1.55542 -2.66145 -1.17874 0.157 -0.222 0.118 0.025
H -0.54982 -3.59568 -2.33756 -0.104 -0.121 0.017 0.024
H -1.97436 -2.63469 -2.86709 0.039 -0.244 -0.084 0.030
H 3.89556 2.82040 3.16248 0.170 0.192 -0.018 0.081
H 3.27032 3.45852 4.69920 0.030 -0.060 0.003 0.065
H 2.89526 4.28565 3.18396 0.043 0.041 -0.087 0.055
H -2.95109 0.07755 1.81496 0.177 0.013 0.077 0.052
H -4.69794 1.81751 0.30032 0.171 0.596 0.136 0.033
H -3.48275 -0.75724 -0.10926 0.208 0.000 -0.152 0.070
H -3.32121 0.32407 -1.54788 0.317 -0.273 0.034 0.043
H -4.87524 -0.01179 -0.84944 -0.063 0.012 0.137 0.078
H -1.99454 2.14579 6.35905 -0.341 -0.083 -0.208 0.058
H -3.19256 -0.64489 4.99553 -0.172 0.431 -0.038 0.053
F -0.91663 -6.78665 0.13791 -0.365 -0.462 0.115 0.087
C -0.94481 -8.03128 0.66464 -0.604 -0.039 -0.123 -0.294
F -2.12029 -8.16723 1.32614 0.158 -0.041 0.039 0.097
C 0.21337 -8.25244 1.63446 0.366 0.371 0.427 -0.444
F 0.10424 -7.43109 2.70131 -0.124 -0.074 -0.080 0.134
F 0.10032 -9.52448 2.11159 -0.099 -0.111 -0.307 0.108
C 1.62049 -8.12465 1.03579 0.581 -0.657 0.040 -0.047
O 2.26543 -6.87749 1.20972 -0.607 0.387 -0.129 0.056
C 1.97570 -5.87499 0.31195 0.416 -0.705 -0.217 -0.526
F 1.26458 -6.35444 -0.72936 0.362 0.450 -0.166 0.133
F 3.15787 -5.44220 -0.18782 -0.119 0.234 0.013 0.142
C 1.27822 -4.69469 0.98430 -0.281 0.456 0.379 -0.277
F 0.12810 -5.08457 1.57416 0.256 0.171 -0.003 0.098
F 0.95861 -3.75899 0.05661 0.129 -0.052 -0.163 0.080
H -0.92214 -8.76553 -0.14607 0.085 0.013 0.022 0.175
H 2.24393 -8.82883 1.58466 -0.078 0.056 0.169 0.151
H 1.65643 -8.45857 -0.00156 -0.235 0.117 -0.011 0.147
H 1.91835 -4.23791 1.73874 0.203 -0.054 -0.010 0.126
F 3.88343 -4.28687 -6.96379 0.181 -0.147 -0.558 0.088
C 4.96876 -4.65668 -7.67948 -0.347 -0.022 -0.511 -0.295
F 4.55782 -5.55541 -8.60787 0.132 0.007 0.103 0.096
C 6.03234 -5.29450 -6.78943 0.024 -0.361 0.567 -0.444
F 5.57410 -6.44555 -6.25067 -0.027 0.054 -0.155 0.132
F 7.07922 -5.63345 -7.59466 -0.043 0.282 -0.183 0.107
C 6.59694 -4.40111 -5.67687 0.852 0.176 0.067 -0.050
O 6.02725 -4.56209 -4.39285 -0.691 -0.073 -0.267 0.053
C 4.86208 -3.87881 -4.11680 0.777 0.416 -0.098 -0.532
F 4.58794 -2.98622 -5.09076 -0.182 0.158 0.527 0.134
F 5.08147 -3.17197 -2.98689 -0.242 -0.095 0.064 0.149
C 3.69179 -4.82823 -3.86845 -0.477 -0.454 0.148 -0.273
F 3.48028 -5.62597 -4.93736 0.012 0.053 0.327 0.097
F 2.56083 -4.11402 -3.65982 0.115 0.087 0.024 0.091
H 5.36899 -3.78348 -8.20313 0.044 -0.004 0.078 0.175
H 7.63569 -4.70254 -5.55020 -0.047 -0.186 -0.011 0.150
H 6.63716 -3.35273 -5.97382 -0.228 -0.058 -0.117 0.147
H 3.88145 -5.45988 -2.99775 0.104 0.122 0.045 0.171
```
Positions in Å, forces in eV/Å.